Density functional theory data (ωB97M-V with the def2-TZVPD basis set) for C38H54AsCaN4O6 as an isolated structure.

XYZ file:
```
104
Properties=species:S:1:pos:R:3:forces:R:3:lowdin_charge:R:1
Ca -1.83394 1.78920 -1.02292 0.8 -3.2 0.9 1.49
C -0.18573 -4.62737 -3.59664 -1.1 2.3 -0.5 -0.06
C 0.29541 -3.88818 -2.30888 1.0 -1.4 1.6 -0.30
C 1.52548 -2.82260 -2.45462 0.1 -1.6 -1.4 -0.04
C 2.86476 -2.84760 -1.56388 -4.0 -1.1 0.4 -0.52
C 3.34143 -4.28676 -1.44324 2.6 0.0 -0.1 -0.05
C 3.82448 -1.93343 -2.31521 -1.6 0.2 1.1 -0.04
N 2.40969 -2.47541 -0.17499 0.7 -0.1 -1.5 0.00
C 3.45060 -2.12938 0.73886 -0.2 1.4 2.4 -0.21
C 2.87036 -1.02985 1.78564 -1.7 -1.2 -1.5 -0.09
N 1.36144 -1.10596 2.08283 2.1 -0.1 0.1 -0.11
C 0.86134 0.23888 2.23414 -1.2 1.9 0.3 -0.14
C -0.03577 0.85826 1.09079 -0.6 -1.7 1.2 -0.74
O 0.50565 1.58092 0.29076 2.1 2.2 -2.0 -0.02
O -1.27231 0.65704 1.02960 -1.3 -0.6 1.3 -0.16
C 1.04307 -1.91432 3.25197 0.3 -1.6 0.8 -0.33
C 1.65212 -1.42831 4.62898 -0.1 1.0 -2.0 -0.04
C -0.52790 -2.00092 3.33283 2.6 -1.9 -1.0 -0.13
C -1.04316 -3.31043 2.67044 -1.2 0.4 1.2 -0.43
C -0.49805 -4.60335 3.57010 0.7 2.4 -2.8 -0.01
C -2.63462 -2.99096 2.83847 1.3 -2.6 -1.0 -0.01
N -0.66737 -3.34917 1.25947 -1.0 -0.2 0.2 0.01
C -1.15183 -4.43158 0.37600 -1.1 0.9 0.6 -0.17
C -1.80809 -3.95126 -0.98193 2.9 -1.1 1.2 -0.12
N -0.76420 -3.15475 -1.63643 0.1 0.1 0.5 -0.21
C -1.30615 -2.22206 -2.51402 -3.2 -1.0 -2.0 -0.18
C -1.35838 -0.93839 -2.15818 -1.4 2.6 0.0 -0.58
O -2.08701 0.06856 -2.58044 0.6 -1.0 0.2 -0.23
O -0.57175 -0.56534 -1.13210 2.1 -2.1 1.1 -0.05
H 0.55203 -4.58305 -4.34885 1.3 -0.5 -0.8 0.04
H -0.90091 -3.89705 -4.03425 0.0 -0.7 0.1 0.06
H -0.67026 -5.61610 -3.59916 0.4 0.3 0.7 0.07
H 0.50877 -4.77431 -1.65658 0.7 1.0 0.0 0.11
H 1.15613 -1.78578 -2.42146 -0.2 -0.5 0.0 0.10
H 1.84741 -2.97134 -3.52676 0.0 0.3 0.9 0.12
H 2.66688 -5.09475 -1.30402 -1.3 -0.1 0.6 0.06
H 4.18990 -4.45383 -0.74961 -0.6 0.5 0.5 0.08
H 3.88511 -4.62236 -2.30041 0.2 0.1 -1.5 0.06
H 3.93915 -2.50856 -3.20569 0.7 0.4 -1.0 0.07
H 4.66746 -1.97856 -1.69311 1.9 0.5 0.3 0.05
H 3.44071 -0.87825 -2.44262 0.4 -1.3 0.0 0.12
H -0.15175 -1.46476 -0.76299 -1.5 2.1 -0.7 0.15
H 1.81153 -1.67277 -0.23623 -0.5 0.4 -0.1 0.08
H 4.32030 -1.57343 0.34373 -0.1 -0.3 -0.3 0.10
H 3.85692 -3.00064 1.28694 -0.3 0.2 -0.2 0.10
H 2.90059 -0.06441 1.29193 0.7 0.0 -0.1 0.10
H 3.47344 -1.05270 2.67964 0.2 0.2 0.5 0.10
H 1.62932 0.98080 2.38649 0.9 0.2 -0.5 0.11
H 0.34409 0.46601 3.18227 -0.4 -1.0 -0.1 0.11
H 1.51702 -2.94576 3.08389 -0.9 1.3 0.0 0.14
H 2.13327 -0.47048 4.46140 0.9 0.0 -0.2 0.06
H 2.33661 -2.10522 5.13875 -0.5 0.0 0.2 0.07
H 0.80762 -1.03111 5.12758 -0.8 -0.4 1.7 0.05
H -0.89945 -1.14232 2.84413 -0.7 0.7 -0.9 0.08
H -0.92940 -1.96245 4.32234 0.2 -0.2 1.0 0.09
H -0.61841 -4.51369 4.62467 -0.1 0.0 0.7 0.06
H 0.51894 -4.91030 3.23587 -0.1 1.0 0.7 0.07
H -0.97613 -5.40579 3.13503 -1.9 -2.0 -0.3 0.02
H -2.67179 -2.34248 3.65875 -0.7 0.7 1.3 0.03
H -3.30530 -3.86032 2.98618 0.5 0.3 0.0 0.07
H -2.98731 -2.45890 1.97676 0.1 0.3 -0.6 0.07
H 0.32419 -3.23585 1.15308 0.4 0.2 -0.2 0.07
H -1.92454 -5.01098 0.85728 -0.4 -0.2 0.6 0.10
H -0.32372 -5.10454 0.28262 0.4 -0.6 -0.9 0.09
H -2.74153 -3.42160 -0.80526 0.3 0.3 -0.1 0.12
H -1.98288 -4.85955 -1.58076 -0.4 0.0 0.0 0.11
H -8.80692 -6.99479 0.30064 0.0 0.0 0.0 0.00
H -2.18256 -2.67354 -3.06061 0.8 1.1 -0.1 0.13
O -1.58693 3.54272 -1.87526 0.3 2.0 -0.6 -0.90
As -1.52791 5.25317 -2.01981 -0.1 0.5 -1.3 1.14
C -0.74944 5.44251 -3.89356 -2.0 0.7 0.9 -0.36
C -1.37925 6.49940 -4.56139 1.5 -1.6 -1.8 -0.14
C -1.16392 6.63880 -5.95928 -0.5 1.3 1.8 -0.10
C -0.34011 5.74310 -6.63131 -0.8 0.9 -1.1 -0.14
C 0.17917 4.65739 -5.98690 1.3 -0.7 0.5 -0.10
C -0.02287 4.53622 -4.60811 1.2 -0.9 -0.5 -0.11
C 0.10211 5.68631 -1.08869 1.7 0.2 1.9 -0.39
C 0.21452 6.75521 -0.14587 0.7 -1.9 -0.4 -0.11
C 1.28093 6.79700 0.78895 -0.8 -0.2 -0.2 -0.11
C 2.27165 5.82577 0.70287 1.2 -0.3 -0.1 -0.12
C 2.22043 4.81345 -0.26631 -0.1 0.3 0.1 -0.09
C 1.13035 4.71716 -1.10929 -0.8 1.2 0.7 -0.12
C -3.12545 4.63336 2.92529 2.6 -0.7 2.5 -0.31
C -1.77913 3.82541 2.46710 -3.8 -0.4 2.2 0.05
C -1.51153 2.54542 2.95774 -5.6 2.1 1.6 -0.01
C -2.70513 1.76094 3.72903 1.4 0.9 -0.8 0.04
C -4.00929 2.35028 3.73305 2.7 -0.7 -0.4 -0.14
C -4.10256 3.64220 3.45781 -3.2 4.9 -2.4 -0.06
H -2.01040 7.07916 -3.94562 -0.8 1.1 0.0 0.05
H -1.59866 7.55524 -6.39128 0.3 -0.7 -0.3 0.10
H -0.14570 5.90085 -7.69476 -0.1 -0.1 0.3 0.10
H 0.87586 3.96928 -6.52952 -0.9 0.5 0.6 0.11
H 0.49923 3.73858 -4.10471 -0.2 -0.4 0.2 0.09
H -0.61404 7.41458 -0.12506 -0.5 0.9 0.4 0.07
H 1.25017 7.47460 1.65988 0.1 -0.1 -0.8 0.10
H 3.17371 5.81136 1.35826 -1.0 0.2 -0.3 0.10
H 3.00466 4.06336 -0.32710 -0.1 0.1 0.2 0.10
H 0.94885 3.85293 -1.69081 0.2 -0.8 -0.7 0.07
H -1.32622 4.42288 1.75322 2.2 0.6 -1.0 0.06
H -0.54307 2.21945 2.89404 1.8 -1.2 -0.2 0.03
H -2.67002 0.77179 4.26709 0.8 1.0 -1.1 0.10
H -4.91438 1.82599 3.86776 -0.6 -0.9 0.6 0.09
H -5.12544 4.16151 3.28934 1.3 -1.2 1.0 0.14
O -3.21431 5.88264 3.17423 0.2 -3.9 -1.7 0.00
```
Positions in Å, forces in eV/Å.

The value obtained for the energy relative to the best compared isomer or geometry (same formula, charge and spin) is 0.0 kJ/mol. The calculation puts the orbital gap (spin up / spin down) at 4.79 / 6.60 eV. Its net charge is -1. The calculation puts the electronic energy at -5063.99119 a.u.

Density functional theory data (ωB97M-V with the def2-TZVPD basis set) for C38H54AsN4O3PPd as an isolated structure.

XYZ file:
```
102
Properties=species:S:1:pos:R:3:forces:R:3:lowdin_charge:R:1
Pd 10.32883 13.09728 12.13764 0.7 0.3 -0.6 0.35
C 18.75856 12.80658 10.56090 1.6 0.1 -0.2 -0.14
C 17.88450 12.59170 9.54715 -1.6 0.2 -1.8 -0.11
C 16.52221 12.40320 9.80388 1.2 -0.5 1.3 -0.09
C 16.06043 12.38429 11.10970 0.9 0.9 0.4 -0.40
C 16.99739 12.57990 12.14517 0.7 -0.5 -0.9 -0.12
C 18.34770 12.70678 11.87585 -0.2 0.2 -0.2 -0.10
As 14.26459 12.62362 11.72874 -0.7 0.8 0.1 1.39
C 13.97258 10.81238 12.28442 -0.2 -0.5 0.0 -0.38
C 12.88309 10.57527 13.12564 -0.9 2.3 0.4 -0.14
C 12.63251 9.36822 13.70317 0.6 -1.4 0.5 -0.10
C 13.43681 8.27882 13.29102 -0.6 0.5 -0.6 -0.09
C 14.48151 8.48499 12.37922 0.0 0.1 0.8 -0.11
C 14.82536 9.76615 11.97308 -0.5 0.0 -0.3 -0.12
C 13.33853 12.76364 10.03817 -0.1 0.6 0.6 -0.40
C 13.30003 11.76504 9.11541 -0.2 -1.8 -0.9 -0.14
C 12.42842 11.86599 8.02505 1.1 -0.6 0.1 -0.11
C 11.75182 13.03044 7.80278 -0.3 -0.4 0.0 -0.14
C 11.85460 14.08210 8.69781 -1.1 1.1 -0.6 -0.10
C 12.58706 13.93896 9.85941 0.4 -0.3 -0.4 -0.12
H 19.79109 13.08501 10.32834 -0.2 -0.3 0.1 0.10
H 18.10924 12.65072 8.46566 0.5 0.0 0.8 0.10
H 15.90192 12.16685 8.99589 -1.1 0.0 -1.0 0.07
H 16.69169 12.61770 13.15907 -0.5 0.0 0.8 0.08
H 19.11427 12.78371 12.62410 -0.1 0.2 0.6 0.09
H 12.18536 11.43288 13.36756 0.8 -0.8 -0.3 0.08
H 11.90050 9.29572 14.53537 0.3 -0.1 -0.9 0.10
H 13.10668 7.28808 13.56292 0.4 -0.3 0.3 0.08
H 15.14077 7.71330 12.02783 -0.1 -0.7 0.1 0.08
H 15.70067 9.92170 11.34578 -0.1 0.0 0.1 0.09
H 13.84887 10.79883 9.24919 -0.5 1.0 0.1 0.12
H 12.32269 11.03134 7.33966 0.0 0.0 0.1 0.09
H 11.04813 13.00767 6.98905 -0.1 0.5 -0.3 0.09
H 11.22420 14.97180 8.44532 0.8 -0.6 0.7 0.12
H 12.60575 14.68996 10.62853 -0.2 0.1 0.1 0.04
C 10.27590 9.13731 9.87121 1.6 0.5 -1.5 -0.15
O 10.81395 10.34419 10.41322 0.1 -0.6 0.0 -0.36
P 9.71592 11.37060 11.05508 0.4 0.4 0.8 0.60
O 8.87122 10.18108 11.80125 -0.8 0.0 0.7 -0.37
C 8.89327 10.13394 13.25037 0.5 0.6 -1.8 -0.12
O 8.79185 11.48398 9.67975 -0.3 1.1 -0.2 -0.36
C 8.51016 12.84458 9.25824 -0.9 0.0 1.4 -0.17
H 11.02669 8.83689 9.10246 -0.5 0.0 0.3 0.08
H 9.33255 9.32816 9.37679 -0.2 -0.1 -0.1 0.06
H 10.18724 8.32768 10.56729 -0.1 -0.2 0.7 0.06
H 8.01131 9.62109 13.49737 -1.2 -0.7 0.7 0.06
H 8.91006 11.12531 13.66663 0.0 0.5 0.2 0.04
H 9.76825 9.60868 13.56251 0.6 -0.4 0.4 0.05
H 9.17909 13.14979 8.43580 -0.7 -0.3 0.1 0.05
H 8.70088 13.53485 10.11897 0.2 -0.4 -0.6 0.02
H 7.38723 12.93777 9.12400 1.3 -0.2 -0.6 0.09
C 11.92602 11.67270 19.74041 -1.2 0.4 -0.8 -0.09
N 12.11142 11.03400 18.44375 -0.9 -0.6 -0.3 -0.20
C 12.08177 9.59067 18.56842 0.6 0.6 1.1 -0.11
C 11.33894 11.53569 17.34392 0.6 0.4 0.3 -0.45
N 10.44386 10.85312 16.69283 0.6 0.8 0.5 0.13
N 11.70181 12.82358 17.07530 -1.0 -0.1 -0.6 -0.14
C 12.99702 13.40632 17.36414 -1.3 1.0 0.6 -0.05
C 10.94019 13.52996 16.04754 0.5 1.1 -0.1 -0.04
H 10.93771 11.42723 20.22767 0.8 -0.2 -0.3 0.10
H 11.90425 12.75684 19.60752 0.2 -0.2 0.1 0.08
H 12.76858 11.37127 20.32733 0.3 0.0 0.8 0.07
H 12.92339 9.37301 19.24798 -0.4 -0.4 -0.1 0.08
H 12.27035 9.13833 17.61544 0.0 -0.3 -0.5 0.07
H 11.14446 9.22031 19.01941 0.1 -0.1 -0.1 0.08
H 10.18777 10.05574 17.25854 0.0 -0.3 -0.1 0.01
H 12.78876 14.49404 17.48751 0.5 -0.5 -0.4 0.11
H 13.74120 13.23605 16.60831 0.3 -0.1 -0.5 0.07
H 13.32040 13.06010 18.31627 0.7 -0.3 0.5 0.04
H 10.06458 12.96692 15.86287 -0.8 -0.5 -0.4 0.05
H 11.53834 13.62241 15.14648 -0.1 -0.2 -0.4 0.05
H 10.64794 14.58777 16.26942 0.4 -0.8 0.5 0.09
C 7.97006 14.76032 13.81675 0.2 0.9 -0.3 -0.09
C 8.55218 16.14646 13.42574 -0.2 -0.6 -0.3 -0.41
C 8.81801 16.42244 11.94915 1.1 0.0 0.3 -0.10
C 9.81750 16.34385 14.16737 0.9 0.7 1.2 -0.24
C 9.75110 17.07061 15.33050 0.8 0.6 1.1 -0.12
C 10.90345 17.43926 16.10555 -0.3 -0.2 -0.2 -0.17
C 12.17932 17.11907 15.58655 -1.6 -0.3 -0.3 -0.13
C 12.27542 16.37202 14.43408 0.1 0.6 -0.3 -0.21
C 13.64091 16.23045 13.80873 0.8 0.3 0.2 -0.39
C 13.59476 16.57222 12.31610 0.2 0.1 0.2 -0.10
C 14.24065 14.86963 14.26101 -0.1 0.4 -0.4 -0.13
C 11.10330 15.79229 13.74774 0.5 -1.8 -1.4 -0.40
N 11.25997 14.83168 12.82276 -0.5 0.7 1.3 -0.13
H 7.13519 14.52949 13.15305 0.0 -0.4 0.0 0.06
H 7.57519 14.98249 14.81096 0.0 -0.7 0.2 0.06
H 8.76969 13.98700 13.80231 -0.8 0.4 0.0 0.02
H 7.82027 16.87242 13.80117 0.1 0.2 -0.1 0.11
H 9.23343 15.49918 11.52884 0.0 0.4 -0.3 0.02
H 9.59596 17.22976 11.91318 -0.5 -0.7 -0.2 0.09
H 7.97231 16.77236 11.40099 -1.0 0.1 -0.4 0.04
H 8.74342 17.37719 15.66446 0.5 0.0 0.0 0.09
H 10.84432 18.00857 17.03039 -0.3 0.0 -0.1 0.04
H 13.08424 17.43628 16.08368 0.2 0.2 0.1 0.08
H 14.35098 16.98697 14.25448 -0.8 -0.3 -0.2 0.12
H 12.83921 15.98420 11.83395 -0.6 -0.1 0.0 0.00
H 14.52859 16.29141 11.84718 0.6 0.3 -0.3 0.05
H 13.35447 17.64719 12.15995 0.3 -0.6 0.1 0.08
H 13.49057 14.09782 13.99240 0.4 0.3 0.8 0.01
H 14.40901 15.08842 15.34497 -0.1 -1.0 -0.7 0.07
H 15.18375 14.56171 13.74821 -0.4 0.5 0.4 0.03
```
Positions in Å, forces in eV/Å.

The calculation puts the orbital gap at 3.45 eV. Its net charge is -2. The calculation puts the electronic energy at -4630.01933 a.u.